Record 1
11
Properties=species:S:1:pos:R:3:lowdin_charge:R:1 method="wB97M-V/def2-TZVPD" homo_lumo_gap_ev=6.574 energy_ha=-4211.2337 lumo_energy_ev=-5.52 molar_mass_g_mol=445.9 total_charge=+1
As 0.36 -0.94 -0.48 0.53
O -0.98 1.46 0.87 -0.71
H 1.88 -0.84 -0.58 -0.03
P 0.30 1.46 -0.35 0.10
H -1.28 0.54 0.98 -0.05
H 0.62 -0.49 1.31 -0.18
H 0.15 -1.10 -1.99 -0.03
Yb 0.38 1.04 2.59 1.39
I -0.74 2.45 -2.23 0.46
F 0.47 -2.61 0.01 -0.46
H -1.16 -0.96 -0.15 -0.01

***

Record 2
11
Properties=species:S:1:pos:R:3:lowdin_charge:R:1 method="wB97M-V/def2-TZVPD" homo_lumo_gap_ev=6.355 energy_ha=-1840.4051 lumo_energy_ev=3.10 molar_mass_g_mol=357.3 total_charge=-1
S -0.34 -2.57 0.53 -0.26
H -2.40 1.11 0.65 0.06
N -1.85 1.30 -0.19 -0.08
H -1.85 0.42 -0.72 0.05
S 2.85 -0.24 -0.13 -0.25
S 0.80 -2.64 -1.18 -0.28
H 0.12 1.51 -0.56 0.05
N -0.47 1.46 0.27 -0.15
S 2.77 -2.21 -0.69 -0.28
H -0.42 2.37 0.73 0.06
Au 0.81 -0.53 1.29 0.09

***

Record 3
16
Properties=species:S:1:pos:R:3:lowdin_charge:R:1 method="wB97M-V/def2-TZVPD" homo_lumo_gap_ev="7.354 / 3.055" spin_multiplicity=2 energy_ha=-101.5218 lumo_energy_ev="1.90 / -2.30" molar_mass_g_mol=177.4 total_charge=-1 e_above_lowest_kj_mol=75.24
H 0.26 3.41 1.03 -0.08
H 2.14 -2.25 0.11 0.02
H -1.68 -2.10 -0.99 -0.11
Cs -0.49 -0.48 1.66 1.11
H -2.83 -1.11 -1.81 -0.09
H -1.35 -1.39 -2.59 -0.09
H 1.68 -0.56 -0.16 -0.05
H -1.34 -0.35 -1.15 -0.11
B 2.30 -1.23 0.43 -0.30
H 3.36 -1.14 0.25 0.01
H -0.06 1.81 0.20 -0.10
H 2.14 -1.07 1.48 -0.10
B -1.77 -1.23 -1.61 -0.44
B -0.41 2.58 0.86 -0.46
H -0.59 2.17 1.84 -0.16
H -1.35 2.94 0.46 -0.06

***

Record 4
28
Properties=species:S:1:pos:R:3:lowdin_charge:R:1 method="wB97M-V/def2-TZVPD" homo_lumo_gap_ev="3.491 / 3.741" spin_multiplicity=6 energy_ha=-3265.4697 lumo_energy_ev="4.12 / 4.38" molar_mass_g_mol=501.4 total_charge=-4 e_above_lowest_kj_mol=548.85
F 2.62 11.15 -9.94 0.13
N 7.64 9.15 -14.37 -0.70
O 6.91 10.12 -14.59 -0.09
F 7.04 14.85 -18.58 0.12
F 7.40 14.82 -13.70 0.17
Mn 4.77 13.06 -14.46 1.71
F 6.95 15.96 -11.87 0.16
F 8.91 16.09 -12.85 0.14
O 2.26 15.75 -14.25 -0.08
O 0.96 16.75 -13.03 -0.08
F 8.28 14.17 -11.84 0.13
F 6.06 13.03 -19.75 0.07
N 1.42 16.61 -14.14 -0.74
B 3.71 11.95 -9.80 -1.41
O 2.12 11.13 -15.89 -0.11
N 1.02 10.92 -16.44 -0.66
O 7.56 8.61 -13.30 -0.05
O 0.41 11.86 -16.98 -0.07
O 1.14 17.40 -15.00 -0.06
F 7.51 12.69 -18.14 0.21
F 5.57 13.58 -17.64 0.08
O 0.60 9.77 -16.49 -0.07
O 8.37 8.60 -15.22 -0.10
F 3.92 12.66 -10.95 0.11
F 3.54 12.92 -8.83 0.10
B 7.88 15.27 -12.55 -1.55
B 6.61 13.54 -18.56 -1.44
F 4.80 11.13 -9.48 0.09

***

Record 5
31
Properties=species:S:1:pos:R:3:lowdin_charge:R:1 method="wB97M-V/def2-TZVPD" homo_lumo_gap_ev=6.365 energy_ha=-2761.4130 lumo_energy_ev=3.73 molar_mass_g_mol=639.5 total_charge=-4 e_above_lowest_kj_mol=349.56
F -2.38 -4.41 3.27 0.15
B 4.60 -1.70 0.33 -1.36
F -0.82 -3.10 -4.89 0.16
B -1.93 -3.35 2.55 -1.44
F -2.67 -3.09 1.42 0.10
F -1.89 -4.09 -3.17 0.11
B 1.22 3.15 -3.30 -1.43
F -4.46 3.10 -0.18 0.11
F 0.85 3.20 -4.63 0.11
F -0.05 -2.96 -2.78 0.10
B 1.78 2.95 3.40 -1.31
Sn -0.08 -0.12 0.19 1.91
F 1.97 1.67 3.79 0.13
F 1.54 3.01 2.01 0.06
B -1.16 -3.01 -3.60 -1.39
F -3.41 1.95 1.53 0.03
F 4.03 -0.81 -0.60 0.06
F 5.71 -1.05 0.76 0.13
F 1.76 1.92 -3.07 0.11
F -4.40 0.84 -0.19 0.10
F 0.13 3.17 -2.42 0.07
F -1.91 -2.14 3.17 0.11
F -1.96 -1.83 -3.43 0.04
F 3.01 3.62 3.72 0.03
F -5.64 1.80 1.33 0.11
F 3.64 -1.82 1.28 0.13
F 2.08 4.13 -2.99 0.15
F -0.64 -3.54 2.09 0.09
B -4.50 1.97 0.60 -1.34
F 0.69 3.47 4.09 0.10
F 4.90 -2.95 -0.28 0.06

***

Record 6
38
Properties=species:S:1:pos:R:3:lowdin_charge:R:1 method="wB97M-V/def2-TZVPD" homo_lumo_gap_ev=2.675 energy_ha=-1525.2031 lumo_energy_ev=4.07 molar_mass_g_mol=384.4 total_charge=-2 e_above_lowest_kj_mol=121.38
H 2.03 -1.62 -1.10 -0.04
H -0.80 -0.16 -1.23 -0.03
H 3.39 1.08 -0.29 0.07
H -1.73 2.96 0.33 0.06
O 0.53 3.80 2.88 -0.52
O 1.11 2.00 -1.99 -0.09
H -0.20 -2.72 0.75 -0.02
H -0.07 -1.24 -4.15 0.02
O 2.89 -2.04 -1.08 -0.07
H -2.22 -3.17 1.38 -0.02
H 0.52 -3.83 1.48 0.04
O -2.91 -0.51 -0.20 -0.06
H 0.38 -0.98 -2.73 -0.04
O 1.34 3.08 0.54 -0.53
H 1.65 2.79 -2.01 0.06
O 2.66 0.61 0.11 -0.10
O -0.33 -3.41 1.40 -0.05
O -1.56 2.33 -0.36 -0.09
H 0.42 2.17 -2.63 0.06
B -0.14 -0.71 -0.58 -0.46
P 1.24 2.72 2.02 -0.16
H 2.75 -2.89 -1.49 0.03
O -3.10 -2.80 1.43 -0.08
O 0.69 -0.98 -3.63 -0.06
H -0.74 0.43 2.59 -0.06
H -2.24 0.30 2.42 0.00
H -0.19 -0.19 0.37 -0.04
H 0.86 -0.71 -0.99 -0.06
H -2.39 2.26 -0.84 0.03
Cd 0.62 1.35 -0.03 1.31
O 0.50 1.35 2.04 -0.50
H -3.05 -1.99 0.91 -0.03
O -1.52 0.03 2.99 -0.09
H -3.46 0.13 -0.65 0.04
O 2.54 2.80 2.84 -0.51
H -0.47 -1.73 -0.49 0.00
H 3.07 -0.03 0.69 0.07
H -2.07 -0.48 -0.67 -0.05

***

Record 7
29
Properties=species:S:1:pos:R:3:lowdin_charge:R:1 method="wB97M-V/def2-TZVPD" homo_lumo_gap_ev=10.470 energy_ha=-1036.1645 lumo_energy_ev=2.91 molar_mass_g_mol=230.9 total_charge=-1 e_above_lowest_kj_mol=90.39
H 6.81 -20.32 5.03 0.05
H 7.50 -22.04 2.41 -0.04
H 10.10 -23.63 0.18 0.04
O 10.62 -19.79 3.51 -0.05
O 10.70 -21.38 7.53 -0.05
H 6.21 -23.24 4.48 -0.04
O 6.95 -21.65 1.77 -0.01
H 11.14 -20.57 3.38 -0.04
H 10.71 -21.95 6.74 0.02
O 12.02 -21.95 2.52 -0.05
H 10.36 -20.60 7.17 -0.01
H 9.67 -24.10 1.56 -0.01
H 5.91 -22.89 6.73 0.05
H 11.83 -21.98 1.56 0.06
F 10.52 -22.38 4.86 0.13
B 9.52 -23.11 4.20 -1.27
O 9.32 -23.94 0.68 -0.06
H 7.26 -23.15 6.15 0.00
H 10.54 -19.64 4.45 0.02
H 11.51 -22.72 2.84 0.02
F 8.53 -22.28 3.65 0.13
F 10.11 -23.75 3.20 0.18
F 8.88 -24.05 5.08 0.08
H 7.43 -20.90 1.54 -0.01
O 6.28 -24.07 4.09 -0.02
H 7.03 -24.49 4.48 0.00
O 6.62 -22.47 6.26 -0.02
H 7.93 -20.27 3.96 -0.03
O 7.61 -19.82 4.73 -0.07

***

Record 8
32
Properties=species:S:1:pos:R:3:lowdin_charge:R:1 method="wB97M-V/def2-TZVPD" homo_lumo_gap_ev=10.358 energy_ha=-1112.5933 lumo_energy_ev=2.92 molar_mass_g_mol=248.9 total_charge=-1 e_above_lowest_kj_mol=116.02
B -16.90 -17.18 -6.45 -1.40
H -15.05 -18.85 -7.28 0.03
H -16.22 -15.18 -5.29 -0.05
O -14.37 -19.21 -6.68 -0.03
O -16.04 -14.59 -4.59 -0.03
F -17.97 -16.40 -6.55 0.22
O -18.35 -16.90 -3.18 -0.07
H -18.16 -17.28 -4.06 0.01
F -15.78 -16.44 -6.32 0.16
F -16.79 -18.00 -7.53 0.17
H -16.34 -13.19 -7.87 0.03
H -15.12 -13.84 -8.61 0.04
F -17.18 -17.98 -5.28 0.08
H -14.83 -17.55 -5.23 0.02
O -13.04 -15.24 -6.41 -0.04
H -16.65 -18.97 -3.44 -0.01
O -15.87 -18.91 -2.89 -0.08
O -15.88 -14.01 -8.03 -0.04
H -19.85 -13.95 -6.33 0.05
H -15.22 -17.32 -9.69 -0.02
H -18.80 -14.93 -6.85 -0.02
H -18.06 -17.51 -2.51 0.01
H -13.68 -17.96 -4.50 0.07
H -13.84 -15.44 -5.94 -0.02
H -15.77 -16.76 -8.50 0.03
H -16.11 -15.16 -3.82 0.03
O -14.33 -17.23 -4.44 -0.07
H -15.38 -18.18 -3.32 -0.01
H -12.47 -14.92 -5.73 0.01
O -19.26 -14.13 -7.09 -0.07
H -13.69 -19.52 -7.28 0.04
O -15.17 -16.51 -9.26 -0.04

***

Record 9
35
Properties=species:S:1:pos:R:3:lowdin_charge:R:1 method="wB97M-V/def2-TZVPD" homo_lumo_gap_ev=10.699 energy_ha=-1189.0665 lumo_energy_ev=2.69 molar_mass_g_mol=267.0 total_charge=-1 e_above_lowest_kj_mol=63.29
H 0.89 -3.05 -1.11 0.04
O 1.15 -2.89 -2.03 -0.06
H -2.86 -1.77 -0.47 0.00
F 0.90 -0.70 0.31 0.13
H 0.62 -2.77 2.76 0.01
O -1.87 2.90 -1.79 -0.06
O 2.69 1.50 1.10 -0.05
H 0.03 0.95 -1.90 0.00
H 2.47 -0.51 -1.91 0.00
H 1.43 -1.85 1.85 0.00
H 0.83 0.36 -3.06 0.04
H -4.19 -1.45 -1.15 0.03
F -0.44 1.23 0.08 0.09
O -1.58 -3.09 1.82 -0.05
H -1.66 -2.24 1.36 0.00
H 2.16 3.80 0.27 0.02
H -1.24 2.26 -1.41 -0.01
F -1.22 -0.81 -0.57 0.12
O 3.42 -0.53 -2.08 -0.06
H -2.26 3.33 -1.03 0.03
O 1.26 4.14 0.15 -0.07
H -2.47 -3.28 2.13 0.04
F -0.93 -0.36 1.65 0.11
H 3.50 -0.88 -2.97 0.03
H 2.11 -2.96 -2.03 0.03
O -3.71 -2.17 -0.73 -0.07
H -1.58 1.60 1.79 0.00
O -1.85 2.41 2.27 -0.07
B -0.38 -0.16 0.37 -1.23
H 0.70 3.44 0.51 0.01
H -2.64 2.15 2.75 0.03
O 0.72 1.16 -2.54 -0.03
H 2.40 1.72 1.99 0.05
O 1.40 -2.19 2.75 -0.07
H 2.20 0.69 0.88 0.01

***

Record 10
35
Properties=species:S:1:pos:R:3:lowdin_charge:R:1 method="wB97M-V/def2-TZVPD" homo_lumo_gap_ev="10.531 / 2.626" spin_multiplicity=2 energy_ha=-1188.7549 lumo_energy_ev="-0.51 / -8.28" molar_mass_g_mol=267.0 e_above_lowest_kj_mol=49.94
H 1.10 3.76 0.24 0.03
O 0.09 -2.13 2.86 -0.05
H -2.48 -1.75 -0.81 0.06
O -1.66 2.79 -1.78 0.07
H -1.82 -0.42 -1.11 0.06
H -1.67 0.85 1.24 0.02
F 1.67 -0.16 -0.78 0.18
O 1.79 3.13 0.06 -0.02
H -2.56 1.01 2.45 0.07
H 2.59 -1.79 0.16 0.00
H 0.47 1.55 3.08 0.02
H -1.45 3.47 -1.14 0.06
O 0.06 1.44 -4.20 -0.03
O -2.49 -1.02 -1.43 0.33
H 0.39 1.18 -3.34 0.01
O -0.02 2.36 3.23 -0.02
H 2.44 -1.01 1.45 0.02
H 1.33 2.29 -0.05 -0.01
H -0.94 -3.19 0.45 0.05
H 2.63 -2.52 -2.45 0.05
F -0.35 0.70 -0.85 0.16
H -0.72 2.35 2.58 -0.02
H 1.35 -2.19 -1.72 0.01
O -1.77 -3.36 0.00 0.00
H 0.84 1.55 -4.73 0.04
F 0.72 0.34 1.16 0.11
O -2.18 1.50 1.73 -0.01
O 2.58 -1.89 1.11 -0.03
H 0.48 -1.82 2.04 -0.03
O 2.03 -2.86 -1.78 -0.03
H 0.64 -1.76 3.55 0.04
H -1.00 2.11 -1.64 0.00
H -2.44 -3.02 0.60 0.06
F -0.10 -1.36 -0.03 0.19
B 0.46 -0.14 -0.15 -1.40

***

Record 11
41
Properties=species:S:1:pos:R:3:lowdin_charge:R:1 method="wB97M-V/def2-TZVPD" homo_lumo_gap_ev=9.927 energy_ha=-1341.9593 lumo_energy_ev=2.07 molar_mass_g_mol=303.0 total_charge=-1 e_above_lowest_kj_mol=69.28
H -9.27 9.12 -15.37 0.00
H -7.56 15.45 -19.05 0.05
F -10.25 13.30 -15.16 0.11
H -9.69 15.29 -14.36 0.00
H -9.38 16.39 -18.04 -0.02
H -8.51 14.35 -18.58 0.02
O -7.30 12.13 -18.98 -0.03
H -7.43 11.21 -18.72 0.03
H -11.97 10.83 -16.16 0.00
O -6.48 14.40 -15.21 -0.04
H -10.12 9.58 -14.18 0.02
H -10.98 13.04 -18.49 0.00
O -9.78 17.14 -17.55 -0.07
O -12.77 10.54 -16.61 -0.06
O -11.00 11.62 -12.93 -0.05
H -5.57 14.16 -15.35 0.05
H -11.54 15.91 -15.83 0.02
H -6.98 13.90 -15.87 0.02
O -12.07 15.24 -15.38 -0.06
H -7.17 12.92 -13.38 0.02
O -7.95 9.95 -16.66 -0.05
H -13.08 9.79 -16.09 0.03
H -11.84 12.06 -13.07 0.04
O -8.48 15.19 -19.05 -0.04
O -8.08 12.62 -13.25 -0.05
H -10.41 12.01 -13.59 -0.01
F -9.77 13.75 -17.33 0.12
H -8.04 10.91 -16.68 0.00
H -9.05 17.74 -17.39 0.02
H -8.23 15.72 -14.42 0.00
F -10.26 11.59 -16.70 0.16
H -11.67 11.71 -18.71 0.01
O -11.39 12.50 -19.18 -0.06
H -6.54 12.41 -18.46 0.04
B -9.66 12.77 -16.33 -1.22
F -8.27 12.57 -16.07 0.08
O -10.14 9.00 -14.95 -0.06
H -8.70 9.64 -17.17 0.05
H -8.53 12.96 -14.03 -0.02
O -9.10 16.03 -14.16 -0.05
H -11.58 14.42 -15.52 -0.01

***

Record 12
6
Properties=species:S:1:pos:R:3:lowdin_charge:R:1 method="wB97M-V/def2-TZVPD" homo_lumo_gap_ev="7.580 / 7.606" spin_multiplicity=2 energy_ha=-595.0270 lumo_energy_ev="-24.17 / -23.48" molar_mass_g_mol=291.2 total_charge=+3 e_above_lowest_kj_mol=128.71
F -0.04 1.07 -0.78 0.57
Tl 1.76 -1.60 -1.54 2.03
F -1.05 0.98 1.30 0.73
F -1.09 -0.73 -0.03 0.46
F 0.83 -0.08 0.75 0.43
B -0.40 0.37 0.30 -1.22

***

Record 13
53
Properties=species:S:1:pos:R:3:lowdin_charge:R:1 method="wB97M-V/def2-TZVPD" homo_lumo_gap_ev=9.135 energy_ha=-1250.2763 lumo_energy_ev=2.19 molar_mass_g_mol=303.1 total_charge=-1 e_above_lowest_kj_mol=79.08
O 16.70 9.34 -14.04 -0.10
O 15.83 4.05 -13.45 -0.03
H 18.29 8.79 -8.02 0.07
H 19.82 8.48 -12.60 0.02
O 17.52 9.37 -7.87 -0.04
H 19.58 5.61 -7.88 -0.04
O 15.13 9.86 -9.42 -0.02
H 16.21 7.30 -5.94 0.05
H 13.99 5.15 -7.56 0.04
O 15.42 7.47 -6.51 -0.07
H 20.25 6.92 -8.08 0.02
H 16.09 6.72 -9.51 -0.03
H 19.04 10.16 -11.13 0.03
H 16.78 7.46 -11.21 -0.02
O 16.12 3.31 -8.88 -0.09
H 16.04 1.84 -11.48 0.08
H 18.01 6.64 -9.83 -0.03
H 15.83 7.47 -7.37 -0.01
H 15.83 9.62 -8.81 0.02
H 16.06 3.26 -9.85 0.00
H 13.72 4.85 -11.15 0.03
H 16.57 3.21 -12.11 -0.01
O 16.83 2.44 -11.56 -0.10
O 19.09 3.55 -10.07 -0.02
H 14.10 10.01 -12.04 0.04
O 19.94 7.68 -12.08 -0.09
H 16.81 5.51 -10.92 -0.04
O 18.08 10.10 -11.13 -0.05
O 13.27 8.08 -8.79 -0.04
H 16.63 3.79 -13.83 0.02
H 14.52 10.28 -8.87 0.05
H 16.09 9.47 -14.73 -0.02
B 16.93 6.58 -10.39 -0.39
H 19.16 7.60 -11.49 0.00
H 18.29 3.93 -10.32 -0.06
H 14.79 6.01 -10.85 -0.03
O 20.44 6.00 -7.87 -0.06
H 17.24 9.02 -7.03 0.02
H 14.00 8.55 -9.12 -0.05
H 15.26 9.52 -11.28 -0.02
O 13.86 5.79 -11.09 -0.07
H 14.00 5.31 -9.02 -0.03
H 13.60 7.23 -8.59 -0.06
O 14.93 9.62 -12.14 -0.01
H 15.87 5.02 -13.34 0.08
O 17.85 5.27 -6.97 -0.02
O 13.40 5.37 -8.29 -0.05
H 15.92 2.37 -8.53 0.09
H 17.85 9.38 -10.53 0.00
H 18.96 3.26 -9.18 0.01
H 17.18 5.00 -7.60 0.02
H 16.22 9.36 -13.16 0.00
H 17.66 4.90 -6.15 0.02

***

Record 14
5
Properties=species:S:1:pos:R:3:lowdin_charge:R:1 method="wB97M-V/def2-TZVPD" homo_lumo_gap_ev="11.381 / 9.068" energy_ha=-101.7237 lumo_energy_ev="0.20 / -1.85" molar_mass_g_mol=29.8 e_above_lowest_kj_mol=447.08
H -2.23 -0.52 -0.05 0.14
O -0.20 0.28 1.12 0.05
H 0.55 -0.52 -0.81 0.04
B 0.65 0.03 0.19 -0.31
H 1.61 0.08 0.86 0.08

***

Record 15
6
Properties=species:S:1:pos:R:3:lowdin_charge:R:1 method="wB97M-V/def2-TZVPD" homo_lumo_gap_ev=12.066 energy_ha=-177.2118 smiles=OBO lumo_energy_ev=0.59 molar_mass_g_mol=45.8 e_above_lowest_kj_mol=11.45
O 1.13 -0.61 0.15 0.09
B -0.05 0.12 0.05 -0.54
H -1.88 -0.18 -0.20 0.07
O -1.14 -0.59 0.15 0.19
H 1.90 -0.10 -0.13 0.09
H 0.04 1.37 -0.02 0.10

***

Record 16
6
Properties=species:S:1:pos:R:3:lowdin_charge:R:1 method="wB97M-V/def2-TZVPD" homo_lumo_gap_ev=7.364 energy_ha=-499.9708 lumo_energy_ev=-2.40 molar_mass_g_mol=61.9 e_above_lowest_kj_mol=406.69
H -1.34 -1.33 0.96 0.37
H 0.49 2.18 -0.33 -0.20
H 0.58 -1.13 -0.96 0.02
S 0.58 1.53 -1.40 0.79
B 0.29 -0.07 -0.62 -0.85
O -0.30 0.06 0.59 -0.14

***

Record 17
6
Properties=species:S:1:pos:R:3:lowdin_charge:R:1 method="wB97M-V/def2-TZVPD" homo_lumo_gap_ev="7.090 / 8.836" spin_multiplicity=3 energy_ha=-499.8813 lumo_energy_ev="0.57 / -1.97" molar_mass_g_mol=61.9 e_above_lowest_kj_mol=208.30
H -2.34 -0.85 0.91 0.06
H 0.26 1.74 -0.47 -0.06
B 0.31 0.60 -0.23 -0.52
H 2.36 0.23 -0.17 -0.14
O -1.98 -1.02 -0.04 -0.07
S 1.39 -0.70 -0.01 0.73

***

Record 18
7
Properties=species:S:1:pos:R:3:lowdin_charge:R:1 method="wB97M-V/def2-TZVPD" homo_lumo_gap_ev=9.723 energy_ha=-1221.2595 smiles=SB(S)S lumo_energy_ev=0.20 molar_mass_g_mol=110.0 e_above_lowest_kj_mol=16.33
H -1.97 -1.00 -0.96 -0.21
S 0.93 -0.97 -0.88 0.70
H 1.93 -0.61 -0.20 -0.21
B -0.28 -0.03 0.13 -1.55
S -2.05 -0.67 0.27 0.66
H 1.27 1.95 0.51 -0.08
S 0.17 1.33 1.14 0.69

***

Record 19
6
Properties=species:S:1:pos:R:3:lowdin_charge:R:1 method="wB97M-V/def2-TZVPD" homo_lumo_gap_ev=11.697 energy_ha=-81.9493 lumo_energy_ev=0.84 molar_mass_g_mol=28.9 e_above_lowest_kj_mol=181.13
H 2.18 -0.15 -0.39 0.01
N -0.65 -0.08 0.10 0.13
H 0.37 0.06 0.19 -0.03
B -1.84 0.29 0.13 -0.15
H 2.87 -0.63 -0.39 0.05
H -2.94 0.50 0.35 -0.01

***

Record 20
7
Properties=species:S:1:pos:R:3:lowdin_charge:R:1 method="wB97M-V/def2-TZVPD" homo_lumo_gap_ev="8.187 / 8.188" energy_ha=-480.1018 lumo_energy_ev="0.27 / 0.27" molar_mass_g_mol=60.9 e_above_lowest_kj_mol=367.74
S -0.90 1.41 1.40 0.74
H -1.95 0.49 1.44 -0.08
H 0.86 1.61 -1.02 0.11
N 0.61 0.58 -0.90 0.08
H -0.54 -1.90 0.21 0.00
H 1.32 -0.03 -1.29 0.08
B -0.08 0.41 0.26 -0.93